No. 1
64
Properties=species:S:1:pos:R:3:forces:R:3 method="wB97M-V/def2-TZVPD" max_force_ev_per_a=2.3 homo_lumo_gap_ha="0.230 / 0.233"
Pt -0.858 0.284 0.089 0.08 -0.71 0.34
Cl -3.343 -0.522 -0.798 -0.92 0.00 -0.08
Cl 0.573 -1.787 -4.243 0.34 0.03 -0.18
Cl -3.927 -4.703 -4.123 -0.27 -0.35 -0.16
P 0.705 -1.036 2.059 2.20 -0.17 0.64
O -0.690 -0.283 -2.104 0.52 1.38 1.30
O -2.598 5.403 -4.522 0.05 -0.03 -0.09
N -0.786 -1.011 1.557 -0.96 1.06 -1.61
N -1.838 3.569 -2.541 -0.03 0.24 -0.27
N -1.319 2.287 -0.517 0.02 -0.83 -0.64
C -1.429 -1.229 -2.545 -0.80 -0.79 -0.14
C 1.189 0.393 3.101 -0.42 -0.26 -0.14
C 0.841 1.659 2.648 -0.11 -0.04 -0.29
C 3.898 -1.529 -1.218 -0.03 -0.05 -0.01
C -1.743 -3.130 -4.080 -0.23 -0.02 0.14
C -0.922 4.618 -2.964 0.26 0.56 -0.23
C 3.172 -0.371 0.757 -0.18 -0.02 0.23
C 2.162 -4.436 3.844 0.07 -0.10 0.05
C 2.753 -2.312 -1.190 0.06 -0.02 -0.02
C 1.673 2.620 4.676 -0.01 -0.03 -0.01
C 2.080 -3.295 3.064 0.09 0.06 0.01
C -1.751 5.800 -3.472 0.31 -0.06 0.16
C -1.560 2.834 -1.512 0.15 -0.10 0.65
C -2.738 -1.518 -2.071 0.53 -0.10 -0.20
C -0.108 -2.853 3.956 0.02 0.00 0.03
C 1.117 -4.782 4.684 0.07 -0.04 -0.02
C 1.815 -2.120 -0.193 -0.01 -0.08 0.08
C -2.997 -3.376 -3.538 0.20 0.32 0.12
C 1.086 2.772 3.429 0.08 0.05 0.02
C -3.504 4.413 -4.094 -0.15 -0.32 0.11
C 4.101 -0.558 -0.252 0.17 0.00 -0.06
C 0.945 -2.500 3.120 -0.02 0.30 -0.29
C 2.026 -1.158 0.790 -0.51 -0.04 0.22
C 1.781 0.244 4.348 0.04 -0.13 -0.10
C 2.019 1.359 5.133 0.06 0.14 0.09
C -0.018 -3.989 4.741 -0.08 0.04 0.04
C -0.991 -2.088 -3.588 -0.15 0.27 0.35
C -2.783 3.163 -3.572 -0.58 0.06 -0.36
C -3.504 -2.571 -2.531 0.17 -0.03 -0.14
H -2.244 2.677 -4.394 -0.02 0.00 0.13
H -4.161 4.820 -3.307 0.09 -0.08 -0.09
H -0.834 -4.267 5.390 -0.11 0.00 0.07
H -1.095 6.570 -3.881 0.00 -0.02 0.11
H -0.301 4.920 -2.119 -0.03 -0.05 -0.07
H 2.464 1.246 6.111 0.06 -0.04 0.07
H 2.600 -3.070 -1.942 -0.07 -0.06 -0.09
H -0.283 4.244 -3.775 -0.05 0.04 0.13
H -3.506 2.464 -3.149 0.09 -0.01 -0.03
H 3.346 0.372 1.522 -0.02 0.08 0.04
H -0.991 -2.233 3.968 -0.18 0.00 0.03
H 2.896 -3.023 2.410 0.06 -0.02 -0.06
H 0.811 3.755 3.078 -0.03 0.08 -0.06
H 3.038 -5.065 3.789 0.10 -0.04 0.00
H -4.475 -2.757 -2.101 -0.08 -0.04 -0.01
H 4.998 0.047 -0.280 0.01 0.04 0.02
H 0.355 1.745 1.669 0.14 0.13 0.33
H 1.855 3.487 5.294 0.02 0.08 0.08
H 4.637 -1.688 -1.989 0.04 0.03 -0.08
H 1.184 -5.674 5.290 0.00 -0.06 0.03
H 2.052 -0.739 4.706 -0.02 -0.07 0.06
H -1.347 -3.753 -4.866 0.00 -0.06 -0.06
H -4.104 4.156 -4.967 -0.03 -0.06 0.13
H -2.341 6.223 -2.644 0.08 -0.04 -0.08
H 0.917 -2.722 -0.145 -0.05 -0.05 -0.15


No. 2
74
Properties=species:S:1:pos:R:3:forces:R:3 method="wB97M-V/def2-TZVPD" charge=+1 max_force_ev_per_a=1.0 homo_lumo_gap_ha=0.236
Ir -0.469 -0.545 0.568 -0.38 -0.43 0.77
Cl -2.728 -2.655 6.990 -0.01 0.00 0.01
O 7.122 -2.432 -0.139 0.02 0.01 0.00
O -2.273 -1.498 0.801 0.29 -0.10 -0.40
O -0.336 -1.411 -1.361 0.59 -0.18 0.36
O 1.502 0.126 0.757 -0.10 0.27 -0.88
O 1.388 -3.997 0.976 0.00 -0.08 0.09
O 5.984 -4.217 0.284 0.01 -0.01 0.00
O -0.709 0.296 2.358 0.47 -0.10 0.22
O -1.534 0.898 -0.373 0.37 0.48 0.01
O 3.238 2.155 0.602 -0.16 -0.03 -0.01
O 1.992 1.150 -2.371 0.01 0.06 0.00
O 5.060 1.716 -0.436 0.05 0.01 -0.18
O 0.352 -2.219 1.501 -0.24 0.03 -0.21
N 6.098 -3.019 0.136 -0.02 0.00 0.02
N 0.751 2.811 -0.780 0.04 0.18 0.13
N -2.107 -0.845 -2.646 -0.01 0.01 0.04
N 1.376 -2.803 1.055 0.10 0.12 0.02
N 4.057 1.374 0.145 -0.20 0.16 0.15
N -1.697 -3.052 -2.099 0.06 0.04 0.06
C -2.055 -1.515 3.199 0.22 -0.05 -0.15
C 4.962 -0.832 0.167 0.01 0.03 0.04
C -2.872 -3.562 -2.778 -0.01 -0.01 -0.03
C 0.871 1.702 -2.897 0.04 -0.13 -0.03
C -1.168 -0.407 3.353 -0.42 0.12 -0.17
C -1.985 1.924 0.347 -0.16 -0.24 -0.01
C -1.441 2.997 -3.770 0.03 -0.03 -0.01
C -0.844 -0.006 4.666 -0.02 -0.03 0.04
C 3.837 -0.064 0.328 -0.04 -0.04 0.08
C 2.826 0.396 -3.246 -0.01 -0.06 0.01
C -1.319 -0.697 5.748 0.03 0.04 -0.01
C -3.808 2.939 1.570 -0.01 0.00 0.03
C -2.975 3.963 2.027 -0.04 0.02 -0.01
C -3.320 1.932 0.764 0.01 -0.02 0.02
C 0.206 3.111 0.357 0.06 -0.08 -0.05
C 4.887 -2.207 0.301 0.00 -0.06 -0.02
C -2.533 -2.207 4.340 0.00 0.00 0.04
C 3.696 -2.819 0.577 0.03 -0.01 -0.01
C -1.659 3.973 1.635 0.03 0.05 -0.06
C -0.753 2.134 -4.613 -0.02 -0.01 0.05
C -1.164 3.001 0.746 -0.09 -0.01 -0.03
C -1.371 -1.758 -2.001 -0.24 0.06 -0.12
C -2.544 -1.947 1.939 -0.15 0.19 0.20
C 0.400 1.490 -4.187 0.04 -0.04 0.00
C -2.163 -1.811 5.589 -0.02 -0.03 -0.01
C -0.970 3.216 -2.486 -0.04 -0.03 0.06
C 2.531 -0.607 0.626 -0.09 -0.04 0.06
C 0.167 2.558 -2.050 -0.08 -0.09 0.06
C 2.555 -2.045 0.739 -0.08 0.04 -0.21
H -0.996 4.762 1.971 0.00 -0.02 0.03
H -2.325 3.515 -4.116 0.01 0.00 0.00
H -0.199 0.853 4.788 0.01 -0.01 0.00
H -4.846 2.918 1.879 0.00 0.00 0.00
H -1.157 -3.664 -1.511 0.04 -0.02 -0.05
H -3.202 -3.049 4.212 0.01 -0.01 0.00
H 1.767 2.813 -0.769 0.12 -0.05 -0.05
H -3.943 1.099 0.465 -0.01 0.03 -0.02
H -3.276 -2.760 1.957 -0.11 0.11 0.00
H 5.908 -0.362 -0.062 -0.01 0.00 -0.01
H -1.107 1.966 -5.622 0.00 0.01 0.01
H 3.711 0.138 -2.670 0.00 0.02 -0.01
H -1.475 3.908 -1.827 -0.02 0.00 0.02
H 0.906 3.510 1.082 0.08 -0.09 0.07
H -1.043 -0.391 6.749 -0.01 0.00 0.00
H 3.649 -3.892 0.689 0.00 0.01 -0.02
H -3.360 4.732 2.682 0.01 0.00 0.00
H -3.792 -3.294 -2.253 0.01 0.01 -0.01
H 0.927 0.831 -4.861 0.00 -0.01 0.00
H -2.915 -3.190 -3.802 0.01 -0.01 0.00
H 3.117 0.989 -4.114 0.01 0.00 0.00
H 2.322 -0.518 -3.564 -0.02 0.00 -0.01
H -3.006 -1.072 -3.033 0.01 -0.02 0.00
H -2.804 -4.644 -2.826 0.00 0.00 0.01
H -1.919 0.119 -2.407 0.01 0.03 0.09